Entry 1:
A cluster of 3 separate species, C26H51BClN6O8 in total. Source: the Open Molecules 2025 dataset; level of theory: ωB97M-V/def2-TZVPD.

As for the net charge: +1. For the maximum force, the calculation gives 0.8 eV/A. The gap between HOMO and LUMO is 7.37 eV. The HOMO energy comes out at -10.07 eV. The calculation puts the calculated total energy at -2436.4082 Eh.

Element x y z (Å)
1 C 2.68191 -1.24518 2.70852
2 C 2.33690 0.15400 2.21611
3 O 2.02677 0.16366 0.83046
4 C 0.70918 0.56413 0.52656
5 C -0.27716 -0.56143 0.81307
6 O -0.99517 -0.89652 -0.40888
7 N -1.95345 -1.81656 -0.16304
8 N -1.63579 -3.06446 0.30298
9 C -2.78014 -3.73434 0.43084
10 B -2.76331 -5.24084 0.99107
11 O -2.33526 -6.19715 0.14549
12 O -3.15116 -5.52355 2.25505
13 C -2.96116 -4.53537 3.28164
14 N -3.79514 -2.99380 0.03843
15 C -3.28434 -1.80755 -0.32855
16 N -4.02222 -0.80983 -0.82050
17 Cl -5.67814 -1.11605 -1.00006
18 C -3.56151 0.51786 -1.19985
19 C -3.16958 1.39172 -0.01945
20 C -3.68370 1.14227 1.25430
21 C -3.31261 1.97676 2.30783
22 C -2.44077 3.04130 2.09032
23 C -1.94623 3.29245 0.81153
24 C -2.30068 2.45833 -0.24542
25 H 3.21041 -1.80219 1.94330
26 H 1.79588 -1.79897 3.00964
27 H 3.32180 -1.16366 3.58226
28 H 1.49566 0.51440 2.81170
29 H 3.16852 0.82183 2.42779
30 H 0.69783 0.84196 -0.52306
31 H 0.46709 1.44181 1.11356
32 H -1.01352 -0.25101 1.55035
33 H 0.30170 -1.40776 1.16491
34 H -0.70627 -3.38002 0.52282
35 H -2.10396 -6.98449 0.65398
36 H -2.02629 -3.99547 3.16263
37 H -3.81107 -3.86143 3.29073
38 H -2.91901 -5.05081 4.23056
39 H -2.77002 0.46114 -1.93965
40 H -4.39789 1.00684 -1.68440
41 H -4.36452 0.32231 1.41118
42 H -3.69646 1.82594 3.30435
43 H -2.14291 3.68388 2.90305
44 H -1.27261 4.11136 0.61870
45 H -1.92413 2.62052 -1.24312
46 C -6.23874 -1.19421 -6.67048
47 O -5.20485 -0.85814 -5.76022
48 C -5.09626 -1.72940 -4.64689
49 C -3.81157 -2.53012 -4.70484
50 N -3.84664 -3.51233 -5.77494
51 C -2.57052 -4.17368 -6.03887
52 C -1.40796 -3.32175 -6.53815
53 O -1.58893 -2.79478 -7.83496
54 C -2.29504 -1.57035 -7.91139
55 H -6.31190 -0.38368 -7.39234
56 H -6.02241 -2.12215 -7.20914
57 H -7.19933 -1.29396 -6.15778
58 H -5.96464 -2.38968 -4.56767
59 H -5.06900 -1.10294 -3.75018
60 H -3.67618 -3.05318 -3.75007
61 H -2.98367 -1.81431 -4.82153
62 H -4.15806 -3.06036 -6.62451
63 H -2.75906 -4.94362 -6.78970
64 H -2.25693 -4.69331 -5.12720
65 H -0.53618 -3.97772 -6.60577
66 H -1.13955 -2.52297 -5.83425
67 H -2.12157 -0.94619 -7.03050
68 H -3.36943 -1.72976 -8.03950
69 H -1.93379 -1.03755 -8.79039
70 C 4.01445 2.65730 5.07374
71 O 4.66633 2.61434 3.81844
72 C 4.52475 3.80653 3.04981
73 C 5.84242 4.53881 2.92289
74 N 6.25091 5.11160 4.19757
75 C 7.60945 5.65125 4.21542
76 C 8.76981 4.68508 4.00442
77 O 8.94922 3.75372 5.05381
78 C 8.17616 2.57360 4.96636
79 H 4.06672 1.65781 5.50379
80 H 4.49899 3.35501 5.76324
81 H 2.96168 2.93819 4.96491
82 H 3.75651 4.45783 3.47643
83 H 4.19543 3.50802 2.04925
84 H 5.72870 5.34450 2.19199
85 H 6.57962 3.82636 2.52785
86 H 6.17781 4.40247 4.91479
87 H 7.75080 6.12725 5.18809
88 H 7.67503 6.44421 3.46424
89 H 9.68419 5.28273 3.98187
90 H 8.71574 4.16745 3.03887
91 H 7.99723 2.28109 3.92812
92 H 7.21853 2.67721 5.48614
93 H 8.73431 1.77773 5.45955

Here are the Mulliken charges for atoms 1 to 2, given in e: number 1, C, carries -1.308; number 2, C, carries -0.015

---

Entry 2:
A cluster of 2 separate species, C5H11NO in total. Source: the Open Molecules 2025 dataset; level of theory: ωB97M-V/def2-TZVPD.

As for the SMILES: C=CCCN.C=O. For the maximum force, the calculation gives 4.1 eV/A. The gap between HOMO and LUMO is 9.71 eV. The HOMO energy comes out at -9.13 eV. The calculation puts the calculated total energy at -326.9885 Eh.

Element x y z (Å)
1 C -2.41011 0.00932 0.10892
2 C -1.18555 -0.40369 0.36552
3 C 0.03717 -0.56175 -0.82882
4 C 1.25236 -1.28768 -0.23824
5 N 2.09059 -0.51821 0.66689
6 H -2.63712 0.68585 -0.70022
7 H -3.21538 -0.24866 0.77948
8 H -0.90422 -1.02791 1.19954
9 H 0.34756 0.23562 -1.51143
10 H -0.47752 -1.23504 -1.51881
11 H 1.88624 -1.65344 -1.05093
12 H 0.91026 -2.17268 0.30744
13 H 2.48760 0.28633 0.19458
14 H 1.54732 -0.18946 1.45944
15 C 0.07801 1.94629 0.15203
16 O -0.14544 1.56472 1.30257
17 H 1.06913 2.30891 -0.16562
18 H -0.73092 2.26147 -0.52236

Here are the natural (NBO) charges for atoms 1 to 2, given in e: number 1, C, carries -0.445; number 2, C, carries -0.130

---

Entry 3:
A structure of composition C15H28F6NO3P2Tm. Source: the Open Molecules 2025 dataset; level of theory: ωB97M-V/def2-TZVPD.

Its spin multiplicity is 3. For the maximum force, the calculation gives 2.8 eV/A. The gap between HOMO and LUMO (spin up / spin down) is 4.73 / 4.97 eV. The HOMO energy (spin up / spin down) comes out at -4.59 / -6.91 eV. The calculation puts the calculated total energy at -3235.7901 Eh.

Element x y z (Å)
1 C -1.89017 0.94142 -3.71712
2 C -0.97876 0.45506 -2.72073
3 N -1.29785 0.65167 -1.37889
4 C -2.58820 0.88285 -1.06685
5 C -3.58734 1.09914 -2.04053
6 C -3.20082 1.18052 -3.38940
7 C 0.19407 -0.22761 -3.15987
8 P 1.31133 -1.06214 -2.01052
9 Tm 0.39342 -0.05066 0.35863
10 P -1.77165 1.11212 1.66197
11 C -3.08423 0.80099 0.37736
12 O 1.72630 2.64240 -3.92872
13 O 3.70347 1.84286 -1.19507
14 H -1.53463 0.91669 -4.75863
15 H -4.59836 1.29110 -1.70016
16 H -3.95820 1.40226 -4.14647
17 C 0.70981 -2.69051 -2.58902
18 C 3.02701 -0.97901 -2.61536
19 H -3.87775 1.54761 0.54216
20 H -3.51118 -0.21364 0.59032
21 H 1.32653 1.84958 -3.51734
22 H 0.49636 0.07875 -4.20393
23 C -2.51211 0.24473 3.08847
24 C -2.08836 2.86704 2.05517
25 H 0.85035 1.83867 0.52988
26 H 4.01968 2.69148 -0.79386
27 H 2.98061 2.18357 -1.77567
28 H 1.09948 3.34184 -3.59594
29 H -0.63516 -1.52737 0.20491
30 H 0.79680 2.06120 1.26836
31 H 1.15262 -2.91753 -3.56782
32 H 1.00413 -3.41597 -1.82859
33 H -0.38365 -2.64268 -2.67296
34 H 3.12678 -1.30104 -3.66211
35 H 3.43774 0.02907 -2.46471
36 H 3.59703 -1.65379 -1.95532
37 H -3.07779 2.95475 2.53567
38 H -1.30054 3.20192 2.74704
39 H -2.05433 3.46469 1.13119
40 H -3.40084 0.79638 3.42919
41 H -2.77923 -0.78191 2.79760
42 H -1.75230 0.22058 3.88630
43 C 1.32550 -1.62064 4.20440
44 C 1.89058 -1.67599 2.80767
45 O 1.30564 -0.75785 1.97607
46 C 3.42861 -1.35378 2.84251
47 F 4.09009 -2.19269 3.68687
48 F 4.00716 -1.44053 1.61767
49 F 3.60811 -0.07926 3.28854
50 C 1.64378 -3.09187 2.17587
51 F 2.25551 -4.07955 2.86990
52 F 0.29584 -3.34472 2.16148
53 F 2.06299 -3.16434 0.87309
54 H 1.51337 -0.62259 4.62135
55 H 1.81703 -2.38171 4.81461
56 H 0.24557 -1.80998 4.15834

Here are the natural (NBO) charges for atoms 1 to 2, given in e: number 1, C, carries -0.207; number 2, C, carries 0.123

---

Entry 4:
The molecule C5H8O2. Source: the Open Molecules 2025 dataset; level of theory: ωB97M-V/def2-TZVPD.

As for the SMILES: O[C@H]1C[C@]2(CO2)C1. For the maximum force, the calculation gives 0.5 eV/A. The gap between HOMO and LUMO is 11.10 eV. The HOMO energy comes out at -10.18 eV. The calculation puts the calculated total energy at -345.7216 Eh.

Element x y z (Å)
1 O -2.20085 0.74585 0.95780
2 C -1.20568 -0.22759 0.77975
3 C 0.24991 0.21232 1.11553
4 C 0.60456 0.02924 -0.35703
5 C 1.89234 -0.14150 -1.01912
6 O 1.16449 1.07960 -1.11848
7 C -0.77524 -0.53720 -0.67848
8 H -1.93881 1.53176 0.45510
9 H -1.55607 -1.09630 1.33646
10 H 0.32890 1.24567 1.46825
11 H 0.78305 -0.44724 1.80785
12 H 2.81437 -0.08522 -0.43902
13 H 1.95758 -0.71701 -1.94264
14 H -1.33495 0.01124 -1.44289
15 H -0.78359 -1.60363 -0.92307

Here are the natural (NBO) charges for atoms 1 to 2, given in e: number 1, O, carries -0.697; number 2, C, carries 0.113

---

The lowest maximum force belongs to which entry? C5H8O2